The following is a quantum chemistry calculation of 2 unconnected molecules or ions with the total composition C4H5NO2 in a non-equilibrium geometry, from the Open Molecules 2025 dataset.

Geometry as XYZ:
```
12
Properties=species:S:1:pos:R:3:forces:R:3:lowdin_charge:R:1
O 2.13422 -1.82906 -0.66016 -0.2379 0.3452 -0.2712 0.0914
C 1.45529 -0.98458 -1.18377 0.3425 -0.3199 0.1393 -0.1657
C 0.15400 -0.47617 -0.56850 -0.4686 0.6188 -0.0509 -0.3921
C -0.24752 -0.93075 0.78916 0.0944 -0.4681 0.3045 -0.0082
N -1.29064 2.48051 1.63468 0.0817 -0.0114 -1.1079 0.0607
C -1.22276 2.48812 0.48284 -0.0675 0.1080 1.0014 -0.0887
O -0.48480 0.33429 -1.20889 0.3194 -0.3422 -0.1092 0.0511
H 1.70736 -0.49626 -2.14698 -0.0064 -0.1103 0.1066 0.1321
H 0.26106 -1.85675 1.06115 -0.0152 0.0972 -0.0107 0.0816
H -1.32684 -1.06816 0.83692 0.0258 0.0992 -0.0506 0.0964
H 0.02248 -0.16156 1.52116 -0.0108 -0.0151 -0.1245 0.0917
H -1.14521 2.47453 -0.58585 -0.0574 -0.0015 0.1733 0.0498
```
Forces are in eV/Å.

## Properties
- highest occupied orbital energy (eV) = -10.228
- lowest unoccupied orbital energy (eV) = -0.8
- calculated total energy (eV) = -9812.5678
- SMILES string = CC(=O)C=O.C#N

***

The following is a quantum chemistry calculation of a single C4H5NO2 molecule, from the Open Molecules 2025 dataset.

Geometry as XYZ:
```
12
Properties=species:S:1:pos:R:3:forces:R:3:lowdin_charge:R:1
O 1.15067 1.96553 1.17468 -0.3082 -0.1971 -0.4570 0.1308
C 0.63572 1.08765 0.53841 0.1319 0.4038 0.1079 -0.3895
N 1.33929 0.11745 -0.23849 0.0451 -0.0045 0.1112 0.0500
C 0.45478 -1.04866 -0.39414 -0.0993 -0.1382 -0.0729 -0.1248
C -0.96435 -0.54882 -0.13585 0.0240 -0.0908 -0.2596 -0.2189
O -1.26753 -0.26243 1.22995 0.0331 -0.1273 0.1507 0.0329
C -0.84978 0.80461 0.38701 -0.0565 0.1930 -0.0499 -0.1617
H 1.51269 0.56109 -1.13640 0.4165 -0.1393 0.0557 0.1333
H 0.75349 -1.80312 0.34022 -0.1703 0.0278 -0.1068 0.1249
H 0.55147 -1.48340 -1.39147 -0.0227 0.0827 0.1004 0.1213
H -1.80512 -0.89458 -0.73103 0.1053 0.0631 0.0635 0.1467
H -1.52294 1.62110 0.14745 -0.0990 -0.0732 0.3567 0.1549
```
Forces are in eV/Å.

## Properties
- highest occupied orbital energy (eV) = -9.762
- lowest unoccupied orbital energy (eV) = 0.7
- calculated total energy (eV) = -9812.3987
- SMILES string = O=C1NC[C@H]2O[C@@H]12

***

The following is a quantum chemistry calculation of a single C4H5NO2 molecule in a non-equilibrium geometry, from the Open Molecules 2025 dataset.

Geometry as XYZ:
```
12
Properties=species:S:1:pos:R:3:forces:R:3:lowdin_charge:R:1
C -0.19425 -0.88031 -0.59536 -1.9443 1.6835 2.4966 -0.0477
C -1.43602 -0.79918 -0.04303 2.2725 -0.8819 -0.8892 -0.0656
C 0.51148 0.47631 -0.48432 -0.8236 -2.5376 -1.3903 -0.1356
C -1.55821 0.53682 0.53552 -1.0688 -0.6759 0.4604 -0.2282
N -0.60115 1.35668 0.43114 3.6529 -0.8619 -1.6128 0.1111
O 2.55684 0.12711 0.87538 -0.0175 -1.5121 0.8903 -0.0535
O 2.06127 0.20335 -0.43541 -2.8556 2.5463 0.4016 -0.1421
H 0.10471 -1.78456 -1.02826 1.1000 -0.8061 -0.7806 0.0939
H -2.02423 -1.71865 -0.04850 -0.5971 0.8821 0.2902 0.1019
H 0.36124 0.64908 -1.59705 0.5708 1.3465 1.1730 0.1585
H -2.44049 0.84260 1.09491 0.0073 0.1833 -0.1707 0.1098
H 2.65881 0.99076 1.29497 -0.2967 0.6337 -0.8685 0.0975
```
Forces are in eV/Å.

## Properties
- highest occupied orbital energy (eV) = -9.886
- lowest unoccupied orbital energy (eV) = 0.2
- calculated total energy (eV) = -9808.0219
- SMILES string = OO[C@H]1C=CC=N1

***

The following is a quantum chemistry calculation of a single C4H5NO2 molecule, from the Open Molecules 2025 dataset.

Geometry as XYZ:
```
12
Properties=species:S:1:pos:R:3:forces:R:3:lowdin_charge:R:1
O 2.05679 0.58501 1.90449 0.0449 -0.1953 -0.5295 0.0982
C 2.13081 0.20733 0.76752 0.1131 0.1397 0.4148 -0.1601
C 0.92163 -0.02303 -0.14428 -0.1133 -0.1171 -0.4181 -0.3975
O 1.12324 -0.37392 -1.28494 -0.0569 0.1643 0.4803 0.1104
N -0.33700 0.21580 0.45004 0.3420 0.0733 0.0781 -0.0120
C -1.37131 -0.75602 0.03320 -0.1829 -0.2391 -0.0527 -0.1017
C -1.38240 0.60230 -0.51609 -0.1763 0.1329 -0.1915 -0.1092
H 3.08730 -0.00604 0.24920 -0.0938 0.0301 0.1059 0.1281
H -2.04986 -1.03954 0.83190 0.1072 0.0568 -0.1321 0.1088
H -1.04331 -1.55044 -0.63391 -0.0457 0.1263 0.1211 0.1137
H -1.06763 0.72270 -1.55031 -0.0489 -0.0395 0.1819 0.1118
H -2.07006 1.34656 -0.12576 0.1107 -0.1323 -0.0582 0.1095
```
Forces are in eV/Å.

## Properties
- highest occupied orbital energy (eV) = -10.064
- lowest unoccupied orbital energy (eV) = -0.5
- calculated total energy (eV) = -9812.1106
- SMILES string = O=CC(=O)N1CC1

***

The following is a quantum chemistry calculation of a single C4H5NO2 molecule, from the Open Molecules 2025 dataset.

Geometry as XYZ:
```
12
Properties=species:S:1:pos:R:3:forces:R:3:lowdin_charge:R:1
N 1.06439 1.65796 0.33077 0.0073 0.1171 -0.0561 0.1312
C 0.30644 0.55118 0.09578 -0.1043 -0.0973 -0.0823 -0.2725
C -0.99449 0.32256 -0.12455 0.1339 0.0083 0.0510 0.0027
C -1.18740 -1.15206 -0.33072 -0.1397 0.0306 -0.0084 -0.1584
O 0.12638 -1.72003 -0.27060 0.0994 -0.0042 0.0261 0.0396
C 1.02693 -0.75128 -0.01012 0.3640 0.0252 0.0795 -0.4377
O 2.21083 -0.93571 0.11217 -0.4985 0.0391 -0.0364 0.1239
H 0.64026 2.52896 0.59949 0.0484 -0.1621 0.0019 0.1026
H 2.02612 1.49703 0.59050 -0.1488 0.0059 -0.0184 0.1007
H -1.62578 -1.41681 -1.29926 0.0755 0.0792 0.1063 0.1282
H -1.80767 1.03755 -0.15333 0.1161 -0.1006 0.0463 0.1115
H -1.78603 -1.61934 0.45987 0.0467 0.0588 -0.1096 0.1282
```
Forces are in eV/Å.

## Properties
- highest occupied orbital energy (eV) = -8.773
- lowest unoccupied orbital energy (eV) = 0.9
- calculated total energy (eV) = -9814.0943
- SMILES string = NC1=CCOC1=O

***

The following is a quantum chemistry calculation of 2 unconnected molecules or ions with the total composition C4H5NO2 in a non-equilibrium geometry, from the Open Molecules 2025 dataset.

Geometry as XYZ:
```
12
Properties=species:S:1:pos:R:3:forces:R:3:lowdin_charge:R:1
C 1.07839 -0.04784 -0.00544 -1.8010 0.7646 -1.4963 -0.4370
C 0.60328 1.26187 0.00376 3.9254 -0.8186 0.5687 -0.0488
C -0.86197 1.23722 -0.06174 0.2876 -2.2278 0.9198 -0.0293
C -1.21553 -0.09514 0.03878 1.6000 0.9110 -2.1202 -0.4345
H 3.14388 -0.31536 -0.06449 -3.0381 -0.7985 0.1211 0.1663
H 1.50383 1.95495 0.17561 -2.3799 0.0611 -0.4515 0.1209
H -1.62758 1.92035 -0.29259 -0.2392 1.3784 0.2191 0.0863
H -2.38472 -1.67941 -0.14915 0.1022 2.8564 0.4302 0.1588
H 0.02716 -1.93739 0.66212 -0.2162 3.5991 -3.5853 0.3096
N -0.05299 -0.83122 -0.31899 -0.4014 -5.0902 5.6573 0.0860
O 2.23189 -0.80451 -0.01776 1.9373 1.7900 0.1668 -0.0031
O -2.44564 -0.66352 0.02990 0.2232 -2.4253 -0.4297 0.0248
```
Forces are in eV/Å.

## Properties
- highest occupied orbital energy (eV) = -7.451
- lowest unoccupied orbital energy (eV) = 0.1
- calculated total energy (eV) = -9809.8723